(1)
{"formula": "C4H7NO2", "method": "ωB97M-V with the def2-TZVPD basis set", "lumo_energy_ev": 0.88, "homo_energy_ev": -10.15, "largest_force_ev_per_a": 1.15, "total_energy_ha": -361.785286, "e_above_lowest_ev": 2.601, "symbols": ["O", "O", "N", "C", "C", "C", "C", "H", "H", "H", "H", "H", "H", "H"], "coordinates": [[-1.57331, 1.51880, 1.33106], [1.13456, 0.01163, 1.28157], [-1.42913, -0.81728, -1.52368], [1.17345, -0.96215, -1.76165], [0.92171, 1.14837, 1.64207], [-1.96805, 0.42072, 1.01049], [-0.27992, -0.88468, -1.64073], [1.52807, -0.21169, -2.47265], [0.71970, 1.39559, 2.69827], [0.95429, 2.00605, 0.94794], [1.46899, -1.95429, -2.11177], [-2.97221, 0.26715, 0.58142], [-1.33757, -0.47820, 1.12709], [1.60732, -0.76607, -0.77621]], "forces_ev_per_angstrom": [[-0.168, -0.469, -0.166], [-0.102, 0.508, 0.177], [1.133, -0.068, -0.158], [0.056, 0.002, 0.012], [0.116, -0.283, -0.016], [0.059, 0.304, 0.114], [-0.983, 0.050, 0.074], [-0.067, -0.103, 0.085], [0.017, -0.055, -0.097], [0.015, -0.130, 0.021], [-0.062, 0.136, 0.053], [0.094, 0.043, 0.070], [-0.051, 0.110, 0.013], [-0.057, -0.044, -0.181]]}

---

(2)
{"formula": "C5H12NO", "method": "ωB97M-V with the def2-TZVPD basis set", "lumo_energy_ev": [0.87, -1.06], "homo_energy_ev": [-8.15, -8.17], "largest_force_ev_per_a": 2.48, "total_energy_ha": -327.587188, "e_above_lowest_ev": 1.086, "multiplicity": 2, "symbols": ["O", "N", "C", "C", "C", "C", "C", "H", "H", "H", "H", "H", "H", "H", "H", "H", "H", "H", "H"], "coordinates": [[-0.56162, -2.68924, -1.10448], [-0.59379, 0.48199, 1.24028], [1.09595, 2.16379, 1.02801], [0.97414, 0.26735, -0.59255], [-1.19275, -0.77649, 1.05071], [0.05864, 0.34291, -1.81461], [0.54755, 1.00772, 0.63993], [-0.08056, 1.36215, -2.16980], [0.43865, -0.31852, -2.58293], [-2.27294, -0.63191, 0.99130], [1.94879, 2.52710, 0.48087], [-0.95406, -1.35419, 1.95174], [2.00027, 0.51286, -0.88294], [-1.21707, 1.10811, 1.72793], [-0.29577, -3.49402, -0.64774], [-0.90175, -0.05527, -1.48686], [-0.78154, -2.06263, -0.38434], [0.67583, 2.73543, 1.84558], [1.11524, -0.77116, -0.30908]], "forces_ev_per_angstrom": [[-0.031, -0.021, 0.140], [-0.409, 0.283, -0.452], [-0.215, -0.381, -0.048], [1.358, -0.531, -0.080], [-0.461, 1.214, 2.114], [-0.345, -0.163, 1.057], [-0.176, 0.409, -0.374], [0.112, -0.007, -0.075], [0.023, 0.059, -0.238], [-0.050, -0.356, -0.277], [0.017, 0.248, 0.021], [0.412, -1.333, -0.904], [-0.118, 0.592, 0.170], [0.182, 0.521, -0.404], [-0.022, 0.010, -0.036], [-0.243, 0.113, -0.410], [0.098, -0.221, -0.252], [0.215, 0.016, 0.084], [-0.346, -0.451, -0.037]]}

---

(3)
{"formula": "C54H45BBrF4MnN9O18", "method": "ωB97M-V with the def2-TZVPD basis set", "lumo_energy_ev": [-1.18, -1.23], "homo_energy_ev": [-8.82, -8.90], "largest_force_ev_per_a": 3.73, "total_energy_ha": -8080.604428, "e_above_lowest_ev": 0.371, "multiplicity": 6, "symbols": ["Br", "Mn", "F", "F", "F", "F", "O", "O", "O", "O", "O", "O", "O", "O", "O", "O", "O", "O", "O", "O", "O", "O", "O", "O", "N", "N", "N", "N", "N", "N", "N", "N", "N", "C", "C", "C", "C", "C", "C", "C", "C", "C", "C", "C", "C", "C", "C", "C", "C", "C", "C", "C", "C", "C", "C", "C", "C", "C", "C", "C", "C", "C", "C", "C", "C", "C", "C", "C", "C", "C", "C", "C", "C", "C", "C", "C", "C", "C", "C", "C", "C", "C", "C", "C", "C", "C", "C", "B", "H", "H", "H", "H", "H", "H", "H", "H", "H", "H", "H", "H", "H", "H", "H", "H", "H", "H", "H", "H", "H", "H", "H", "H", "H", "H", "H", "H", "H", "H", "H", "H", "H", "H", "H", "H", "H", "H", "H", "H", "H", "H", "H", "H", "H"], "coordinates": [[-0.19594, 1.27697, -0.15780], [0.73319, 0.24872, -2.25350], [0.29292, 2.00299, -3.46300], [-1.23038, 0.37571, -3.09599], [0.58509, 0.11483, -4.47279], [-1.04914, 1.49682, -5.16405], [4.54999, 1.40187, -1.53576], [2.61188, 1.44400, -2.47823], [-4.16055, -0.66765, -4.91031], [0.30961, 3.41532, 6.35314], [0.04082, -2.74557, 0.50669], [-5.87264, -1.94568, -4.30157], [3.80232, -2.39226, -0.75519], [2.19882, -0.88474, -0.68899], [-0.93966, 3.44961, 4.59466], [-0.94903, -1.65753, 6.86391], [-4.10539, 4.13053, 0.70958], [-0.14734, -1.71496, -2.05439], [-0.56587, -3.44043, -3.29875], [-4.46125, 5.71515, 2.05847], [3.30697, -0.96833, -5.11813], [2.24469, -1.28194, -3.22058], [-2.83810, -2.80514, 6.55506], [1.43640, -3.32132, 2.04415], [2.89359, -1.69795, -4.17736], [0.31606, -3.20187, 1.63075], [-5.16878, -0.95512, -4.22243], [-1.98829, -1.98146, 6.20805], [3.16717, -1.53626, -0.16663], [-0.93894, -2.55353, -2.53984], [3.79881, 1.63610, -2.51533], [0.13332, 3.42736, 5.16251], [-3.70302, 5.02079, 1.39200], [-3.61400, -1.18119, 4.40435], [6.20733, 1.44545, -5.32365], [2.71372, -0.51217, 1.99823], [5.65047, 1.27180, -4.07881], [3.74232, 2.67370, -4.83432], [-3.00996, 0.68550, 2.92604], [-4.53915, -3.53436, -1.97053], [3.55984, -5.00665, -2.76478], [2.85716, -3.81766, -3.02146], [1.30978, 3.37958, 4.20446], [-1.36673, -5.05921, 4.43276], [-1.78979, 6.10765, 2.63572], [-1.70402, 0.61290, 3.37071], [-7.20357, 1.11859, -1.85258], [3.36104, -3.06094, -4.06303], [-6.80032, 0.13263, -2.71001], [4.50409, -5.48365, -3.57911], [-5.53188, 0.04963, -3.22954], [-2.37971, -2.56028, -1.98921], [-4.92910, -2.65012, -0.93523], [-2.24710, 5.34353, 1.49027], [-0.45731, 6.46154, 2.69636], [-3.90404, -0.26199, 3.36779], [-6.34853, 2.17908, -1.58430], [4.38955, -0.41866, 3.75582], [5.31982, -1.01853, 2.88081], [4.39898, -3.49250, -4.85186], [3.11455, -0.23832, 3.33539], [3.48515, 3.01970, 2.47124], [4.95142, -4.74913, -4.65895], [2.65715, 3.22654, 4.73321], [-4.03030, -1.70180, -0.47173], [-5.03265, 2.04894, -2.03704], [3.73928, 3.08541, 3.89251], [-0.73188, -3.75680, 2.53127], [-3.06990, -4.33165, 2.89270], [4.33674, 2.89937, -6.04392], [4.89282, -1.32266, 1.57996], [-2.71667, -4.93933, 4.11851], [-1.34986, -0.37231, 4.34559], [-1.41484, 4.92479, 0.45528], [-2.76446, -1.68191, -0.93176], [-2.09396, -3.65743, 2.19672], [3.61296, -1.16954, 1.15574], [-2.32338, -1.15810, 4.95183], [1.10792, 3.31564, 2.80752], [2.18657, 3.08309, 2.01313], [4.37706, 1.87680, -3.81138], [0.39371, 6.08888, 1.62332], [-4.64228, 1.09922, -2.90102], [-0.36539, -4.41894, 3.70012], [-3.29998, -3.45804, -2.55416], [5.57209, 2.19525, -6.30073], [-0.09909, 5.39189, 0.56730], [-0.41640, 1.01187, -4.09538], [6.16326, 2.35175, -7.19091], [-4.41456, -1.79374, 4.79203], [-3.14244, -4.17893, -3.34277], [-0.34478, -0.40664, 4.73935], [2.77010, 3.13073, -4.72333], [6.10337, 0.55197, -3.41312], [-3.45883, -5.35213, 4.78575], [-5.96002, -2.59228, -0.61860], [-4.09344, -4.21100, 2.56991], [-3.15890, 1.43480, 2.16264], [0.62883, 5.14960, -0.19286], [4.74402, 3.05320, 4.28730], [-1.24295, -5.55738, 5.38297], [0.14893, 3.42699, 2.32341], [5.74638, -5.11543, -5.29161], [-8.20408, 1.06841, -1.44903], [3.19952, -5.59313, -1.93255], [4.96950, -6.45087, -3.45965], [-4.34603, 2.85884, -1.83950], [-4.94415, -0.33929, 3.08747], [4.62388, -0.21242, 4.78972], [-6.57984, 3.10008, -1.06984], [7.14992, 0.95729, -5.52269], [6.34361, -1.24248, 3.14177], [-4.38274, -0.93235, 0.19919], [2.52331, 0.44786, 3.92359], [1.42661, 6.40433, 1.62817], [5.59605, -1.81753, 0.92654], [-1.06677, 1.37980, 2.95578], [-3.65312, 1.04364, -3.33098], [-2.27706, -3.23872, 1.21817], [1.72571, -0.22035, 1.67402], [4.36894, 2.89481, 1.86319], [-2.48683, 6.24348, 3.44939], [1.96943, -3.53321, -2.47610], [2.83216, 3.32022, 5.79481], [-2.15866, -0.90137, -0.49568], [0.66965, -4.48312, 4.00172], [-5.26702, -4.19781, -2.41373], [-1.85931, 4.43734, -0.39986], [4.73091, -2.89064, -5.68491], [2.01978, 2.94521, 0.95503], [-0.06608, 6.92360, 3.59069], [-7.62587, -0.49880, -3.00356], [3.90701, 3.51559, -6.81982]], "forces_ev_per_angstrom": [[-0.104, 0.179, 0.302], [1.256, -0.702, 1.782], [0.371, 1.731, 1.159], [-0.430, 0.242, -0.780], [0.050, -1.144, -0.300], [-1.180, 0.154, -0.692], [-1.192, 0.971, -1.952], [-0.965, 0.782, 0.071], [-1.964, -1.319, 1.024], [0.269, 0.039, 0.226], [-0.157, -0.662, 1.902], [0.636, 0.258, -0.378], [-0.547, 0.471, 0.380], [2.511, -1.761, 2.118], [-0.430, 0.113, 0.387], [-2.842, -1.240, -2.008], [0.323, -1.447, -1.390], [-1.537, -1.571, -0.612], [-0.971, 1.303, 0.835], [0.531, 0.134, 0.034], [-1.095, -1.778, 1.988], [0.613, -0.534, -1.031], [1.599, 1.026, -0.367], [1.097, 0.186, 0.156], [0.867, 2.531, -1.143], [-1.023, -0.058, -1.149], [1.330, 1.059, -0.640], [0.618, 1.077, 0.781], [-1.168, 1.280, -2.330], [0.423, -0.115, 1.011], [1.860, -2.040, 1.712], [0.775, 0.062, -1.849], [-0.191, 1.615, 1.776], [0.743, 0.947, -0.141], [-0.339, 0.073, -0.351], [0.282, -0.208, 1.210], [-2.206, 0.420, 0.530], [-0.256, -0.580, 1.632], [0.815, -0.399, -0.359], [-1.274, 0.987, 0.964], [-3.029, 0.610, 1.546], [0.853, -0.723, -0.307], [1.879, -0.778, 0.100], [-0.905, 0.677, 0.667], [-0.535, -1.548, -1.488], [-0.097, -1.233, 1.121], [0.017, 1.545, 0.641], [-0.385, -0.109, 0.590], [-1.008, -1.448, -0.493], [2.038, -1.026, -1.365], [0.135, 1.761, 0.373], [0.431, 0.266, -0.057], [0.165, -0.404, -1.252], [0.450, 0.465, 0.680], [0.029, -0.735, -0.595], [-1.030, -1.226, 1.404], [0.744, -0.719, 0.100], [1.732, -1.609, -0.092], [-1.149, 0.459, -0.479], [0.621, -0.326, -1.239], [-1.223, 1.401, -2.118], [0.748, -0.055, 2.678], [-0.224, 0.905, -0.036], [-1.866, 0.688, -0.193], [-1.922, -0.543, 0.212], [-0.430, 2.242, 0.336], [-1.148, 0.239, -1.997], [-1.277, 0.019, 0.495], [0.144, 0.628, 1.482], [2.612, -1.959, -0.538], [2.012, -1.346, 0.476], [0.197, 0.156, -1.642], [0.120, 1.476, -0.035], [-0.610, 1.449, 1.249], [2.186, -0.116, -1.630], [1.499, -0.622, -1.554], [-2.044, 1.708, 1.269], [-0.074, -0.436, -0.322], [-0.883, -0.009, 2.398], [1.583, -0.059, -1.513], [1.981, 0.642, -2.228], [-0.796, 1.143, 1.407], [0.482, -2.950, -1.225], [0.026, -0.382, -0.259], [0.818, 0.047, 0.754], [-0.425, 1.414, 0.530], [0.407, -0.973, -1.381], [-0.871, 0.316, -1.797], [-0.444, 0.052, -0.430], [0.190, -0.132, 0.093], [0.748, 0.382, -0.191], [0.112, -0.005, 0.025], [-0.126, -0.124, 0.718], [-0.077, 0.345, 0.451], [-0.056, -0.100, -0.089], [-0.069, -0.302, 0.121], [-0.115, -0.229, 0.040], [-0.771, -0.011, -0.030], [-0.166, -0.170, -0.352], [0.024, -0.084, -0.020], [0.938, -0.015, -0.005], [-0.188, -0.159, 0.384], [-0.061, 0.029, -0.099], [-0.134, 0.226, -0.135], [0.090, -0.167, 0.095], [-0.130, -0.147, 0.480], [0.125, 0.024, 0.206], [-0.040, 0.480, -0.581], [0.303, 0.233, -0.006], [-0.410, -0.257, 0.359], [0.039, 0.015, -0.193], [-0.021, 0.129, 0.162], [0.178, -0.025, 0.277], [-0.650, -0.458, 0.199], [0.094, -0.113, 0.039], [0.090, 0.047, -0.170], [0.719, -0.437, 0.268], [0.136, 0.232, 0.109], [-0.371, 0.366, 0.049], [-0.115, -0.105, -0.216], [-0.286, -0.096, -0.520], [0.018, 0.308, -0.060], [0.269, 0.151, 0.161], [-0.285, -0.150, 0.144], [0.826, -0.159, -0.407], [0.003, 0.001, -0.042], [-0.071, -0.099, 0.138], [0.397, -0.293, -0.009], [0.023, 0.244, 0.119], [-0.126, 0.091, -0.154], [0.032, 0.214, -0.059], [0.445, -0.731, -0.204], [-0.170, -0.006, 0.157]]}